No. 1
106
Properties=species:S:1:pos:R:3:mulliken_charge:R:1 method="wB97M-V/def2-TZVPD" total_charge=+1 homo_lumo_gap_ev=7.82 homo_energy_ev=-11.1 lumo_ha=-0.1203
C 2.3017 1.4010 4.2496 -0.912
P 2.5628 0.2564 2.7045 0.271
O 1.4763 0.8425 1.4740 -0.420
C 4.4203 0.5574 2.1991 -0.406
C 4.5558 1.5772 0.9138 -0.471
O 5.9356 1.8296 0.4702 -0.249
C 6.9255 1.0737 1.2530 0.051
Cl 8.6517 1.2128 0.4951 -0.150
C 6.5592 -0.5052 1.5014 -0.588
N 5.0672 -0.7668 1.7455 -0.080
H 1.5867 0.9388 5.0537 0.345
H 3.3783 1.5046 4.7420 0.318
H 1.9496 2.4835 3.9301 0.291
H 0.5802 1.0234 1.9281 0.324
H 4.9250 0.9788 3.1946 0.201
H 4.0139 1.0247 0.0050 0.302
H 3.9187 2.5711 1.0891 0.327
H 7.0336 1.5683 2.3325 0.295
H 6.9770 -1.1764 0.6075 0.394
H 7.0947 -0.8130 2.5230 0.317
H 4.6509 -1.0082 0.7987 0.437
H 4.8832 -1.5548 2.4044 0.427
C -4.4080 -0.2209 -0.3372 -0.425
C -3.0976 -0.4518 0.0843 -0.645
C -2.4833 0.4305 0.9751 -0.035
C -3.1953 1.5435 1.4431 0.073
C -4.5083 1.7819 1.0156 -0.233
C -5.1112 0.8940 0.1224 -0.427
N -2.5640 2.4608 2.3994 1.055
O -1.3946 2.2261 2.7388 -0.636
O -3.2373 3.4144 2.8157 -0.568
H -4.8848 -0.9147 -1.0275 0.451
H -2.5556 -1.3221 -0.2794 0.358
H -1.4615 0.2366 1.2941 0.148
H -5.0708 2.6444 1.3670 0.415
H -6.1311 1.0687 -0.2130 0.421
C -4.2304 -1.4604 6.5748 -0.447
C -5.5258 -1.2210 7.0360 -0.465
C -6.4562 -0.5862 6.2110 -0.381
C -6.0783 -0.1976 4.9184 -0.228
C -4.7762 -0.4298 4.4555 0.245
C -3.8536 -1.0629 5.2908 -0.575
N -7.0592 0.4472 4.0372 0.938
O -8.1953 0.6523 4.4900 -0.579
O -6.6968 0.7456 2.8902 -0.540
H -3.5100 -1.9607 7.2197 0.373
H -5.8114 -1.5323 8.0385 0.382
H -7.4618 -0.4069 6.5852 0.458
H -4.4681 -0.1291 3.4564 0.425
H -2.8413 -1.2504 4.9396 0.410
C 9.8471 3.7065 -1.6015 -0.304
C 8.5186 4.1333 -1.6326 -0.277
C 8.2166 5.4586 -1.9515 -0.250
C 9.2574 6.3509 -2.2436 0.018
C 10.5925 5.9270 -2.2057 -0.413
C 10.8822 4.5999 -1.8826 -0.542
N 8.9450 7.7390 -2.6045 0.962
O 7.7529 8.0804 -2.6085 -0.607
O 9.8903 8.4885 -2.8885 -0.569
H 10.0773 2.6707 -1.3578 0.272
H 7.7175 3.4315 -1.4109 0.436
H 7.1762 5.7756 -1.9715 0.436
H 11.4103 6.6102 -2.4253 0.445
H 11.9153 4.2604 -1.8534 0.378
C 4.9295 6.8714 -3.8168 -0.368
C 3.9059 6.7427 -2.8767 -0.534
C 2.8146 5.9123 -3.1394 -0.285
C 2.7607 5.2086 -4.3505 -0.007
C 3.7831 5.3419 -5.2993 -0.262
C 4.8680 6.1776 -5.0265 -0.582
N 1.6287 4.3144 -4.6218 0.970
O 0.7349 4.2381 -3.7656 -0.586
O 1.6336 3.6841 -5.6889 -0.579
H 5.7811 7.5157 -3.6050 0.537
H 3.9602 7.2878 -1.9367 0.417
H 2.0251 5.8227 -2.3965 0.453
H 3.7515 4.8055 -6.2454 0.439
H 5.6682 6.2854 -5.7554 0.399
C -8.5895 -4.7267 -0.7710 -0.674
C -8.6062 -4.2340 0.5348 -0.437
C -7.4076 -3.9340 1.1850 -0.394
C -6.1927 -4.1279 0.5134 -0.137
C -6.1727 -4.6296 -0.7948 -0.189
C -7.3777 -4.9287 -1.4337 -0.294
N -4.9305 -3.7904 1.1823 1.065
O -4.9890 -3.3669 2.3463 -0.587
O -3.8794 -3.9441 0.5438 -0.611
H -9.5269 -4.9538 -1.2758 0.386
H -9.5547 -4.0807 1.0453 0.384
H -7.4376 -3.5508 2.2026 0.468
H -5.2367 -4.7895 -1.3260 0.567
H -7.3728 -5.3157 -2.4502 0.463
C -2.6311 -9.7496 -3.3805 -0.370
C -2.2539 -8.4093 -3.4783 -0.493
C -3.2280 -7.4113 -3.5453 -0.245
C -4.5830 -7.7680 -3.5089 0.101
C -4.9646 -9.1132 -3.4186 -0.277
C -3.9814 -10.1027 -3.3550 -0.491
N -5.6115 -6.7217 -3.5534 1.029
O -5.2341 -5.5446 -3.6524 -0.574
O -6.7976 -7.0746 -3.4852 -0.609
H -1.8680 -10.5238 -3.3228 0.368
H -1.1995 -8.1421 -3.4991 0.359
H -2.9177 -6.3714 -3.6212 0.414
H -6.0126 -9.4045 -3.3944 0.423
H -4.2674 -11.1496 -3.2817 0.366

***

No. 2
47
Properties=species:S:1:pos:R:3:mulliken_spin:R:1 method="wB97M-V/def2-TZVPD" total_charge=+2 homo_lumo_gap_ev="5.99 / 5.28" multiplicity=4 homo_energy_ev="-15.6 / -15.7" lumo_ha="-0.3547 / -0.3845" s2=3.797
H 1.5759 0.1268 -2.7624 0.000
N -0.0072 1.2344 -1.9149 0.146
B -1.9864 2.7670 -1.4779 0.016
N -0.8378 2.2481 -2.3765 -0.034
C -0.4734 2.5663 -3.6251 0.035
Re -0.2853 0.3314 -0.0447 2.117
H -1.0072 3.3507 -4.1422 0.001
C 0.5902 1.7491 -4.0002 0.001
H 1.1003 1.7541 -4.9436 0.001
C 0.8573 0.9156 -2.9108 -0.002
H -2.6444 3.6026 -2.0353 0.001
C -0.6587 -0.0093 2.0230 0.276
H -0.0476 -0.8573 2.3806 0.001
H -1.7109 -0.3452 2.0380 0.051
H -0.5795 0.8388 2.7225 0.009
N -1.3506 3.3529 -0.1868 -0.027
N -2.8521 1.5324 -1.0936 -0.016
N -0.5535 2.5244 0.5684 0.017
N -2.2624 0.3763 -0.5559 0.104
C -1.3814 4.5688 0.3880 0.054
C -4.1665 1.3169 -1.2240 0.030
H -1.9517 5.3520 -0.0738 0.001
H -4.7902 2.1013 -1.6271 0.001
C -0.6028 4.5310 1.5405 0.000
C -4.4633 0.0258 -0.7838 0.015
C -0.1054 3.2224 1.6327 0.015
C -3.2575 -0.5446 -0.3708 -0.033
H -0.4148 5.3207 2.2344 0.000
H -5.4291 -0.4379 -0.7592 0.001
H 0.5175 2.7484 2.3798 0.004
H -3.0256 -1.5192 0.0297 -0.002
H 0.8128 0.6533 1.3182 0.094
C 1.6952 -5.1609 1.0879 -0.005
Si 2.6146 -3.5270 1.0402 0.000
C 3.0191 -3.0213 2.8124 0.015
C 4.2295 -3.6882 0.1041 0.011
C 1.5362 -2.2857 0.1816 0.300
C 0.7829 -1.3063 -0.1235 -0.199
H 2.3510 -5.9830 1.4047 0.000
H 1.3025 -5.3946 0.0899 0.000
H 0.8439 -5.1141 1.7806 0.000
H 3.6910 -3.7587 3.2761 0.001
H 3.5205 -2.0444 2.8477 -0.001
H 2.1164 -2.9558 3.4348 0.002
H 4.0319 -3.8388 -0.9649 0.000
H 4.8381 -2.7799 0.2100 -0.001
H 4.8182 -4.5396 0.4714 0.001

***

No. 3
13
Properties=species:S:1:pos:R:3:mulliken_charge:R:1 method="wB97M-V/def2-TZVPD" total_charge=0 smiles=CCSS.O homo_lumo_gap_ev=9.45 homo_energy_ev=-9.2 lumo_ha=0.0105
C -0.7124 -1.5387 0.2794 -1.133
C 0.1797 -1.1471 -0.8612 -0.275
S 0.5138 0.6011 -0.9238 -0.106
S 2.5538 0.9972 -0.4722 -0.207
H -1.5926 -0.8314 0.3524 0.259
H -0.3443 -1.2448 1.1847 0.400
H -0.9735 -2.5787 0.3124 0.319
H -0.4617 -1.2550 -1.8301 0.213
H 1.0731 -1.7366 -0.9067 0.383
H 3.0776 0.6517 -1.6488 0.153
H -1.7384 2.2742 1.2485 0.312
H -0.3430 2.7605 1.7321 0.308
O -1.2322 3.0476 1.5335 -0.625

***

Number 1: total energy -3824.8312 a.u.. Number 2: total energy -1305.8590 a.u.. Number 3: total energy -952.5846 a.u..